DFT (ωB97M-V/def2-TZVPD) results for a 2-piece molecular cluster, C7H18 overall in a non-equilibrium geometry.

* LUMO energy (spin up / spin down): -2.6 / -9.5 eV
* multiplicity: 2
* frontier orbital gap (spin up / spin down): 0.4748 / 0.2363 Ha
* <S²>: 0.76
* net charge: +1
* E_HOMO (spin up / spin down): -15.55 / -15.88 eV
* relative energy (zero: lowest compared OMol25 entry of this formula, charge and spin): 5.0 kcal per mole
* strongest force on any atom: 3.0 eV/Å

Geometry as XYZ:
```
25
Properties=species:S:1:pos:R:3:nbo_charge:R:1
C -1.332 0.146 0.682 -0.065
C -1.643 -0.956 1.682 -0.635
C -2.104 -0.065 -0.621 -0.633
C -1.581 1.520 1.307 -0.614
H -0.172 0.095 0.489 0.282
H -2.209 -1.765 1.240 0.241
H -2.199 -0.562 2.534 0.260
H -3.097 -0.423 -0.371 0.254
H -2.224 0.882 -1.154 0.229
H -1.493 -0.700 -1.262 0.231
H -0.959 1.636 2.195 0.232
H -1.355 2.327 0.606 0.230
H -2.634 1.557 1.571 0.264
H -0.746 -1.384 2.146 0.247
C 1.836 0.072 -0.645 -0.240
C 2.349 -1.336 -0.374 -0.615
C 2.274 0.687 -1.931 -0.647
H 0.662 0.069 -0.430 0.252
H 2.135 0.648 0.243 0.235
H 3.428 -1.206 -0.450 0.272
H 2.234 -0.055 -2.731 0.234
H 1.557 1.444 -2.289 0.253
H 2.092 -2.060 -1.147 0.235
H 1.920 -1.705 0.557 0.227
H 3.262 1.134 -1.847 0.271
```

***

DFT (ωB97M-V/def2-TZVPD) results for C7H18AsF6N5OS as an isolated structure in a non-equilibrium geometry.

* LUMO energy: -1.5 eV
* multiplicity: 1
* frontier orbital gap: 0.3131 Ha
* E_HOMO: -9.98 eV
* strongest force on any atom: 4.8 eV/Å

Geometry as XYZ:
```
39
Properties=species:S:1:pos:R:3:nbo_charge:R:1
C 0.790 -2.744 2.407 -0.653
C 0.550 -2.716 0.816 0.244
N -0.860 -3.066 0.483 -0.582
C -1.673 -1.879 0.616 0.719
N -2.695 -1.957 1.455 -0.679
S -3.722 -0.595 1.750 0.226
N -1.248 -0.778 -0.124 -0.586
C 0.139 -0.464 0.294 0.539
N 0.153 0.189 1.626 -0.907
C 0.648 0.635 -0.744 -0.423
C 2.081 1.213 -0.413 -0.438
C 2.033 2.506 0.535 -0.228
N 2.628 2.273 1.891 -0.818
O 1.028 -1.549 0.179 -0.478
H -0.204 -3.012 2.860 0.193
H 1.467 -3.610 2.652 0.232
H 1.215 -1.796 2.800 0.238
H 1.180 -3.563 0.425 0.211
H -1.212 -3.804 1.091 0.383
H -2.910 -2.814 1.958 0.441
H -2.906 0.526 1.793 0.155
H -1.874 0.024 -0.125 0.434
H 1.095 0.166 2.007 0.386
H -0.182 1.140 1.494 0.378
H -0.076 1.493 -0.727 0.224
H 0.634 0.134 -1.750 0.269
H 2.781 0.432 -0.024 0.203
H 2.496 1.580 -1.395 0.249
H 0.979 2.879 0.580 0.180
H 2.660 3.311 0.063 0.206
H 1.823 2.190 2.525 0.336
H 3.041 1.334 1.928 0.341
F -2.992 2.533 -3.945 -0.627
As -1.409 1.763 -4.139 2.814
F -1.800 0.636 -2.810 -0.659
F -0.713 2.896 -2.959 -0.642
F 0.176 0.987 -4.319 -0.634
F -1.018 2.881 -5.451 -0.621
F -2.100 0.626 -5.306 -0.624
```

***

DFT (ωB97M-V/def2-TZVPD) results for C7H18BBa2F3N4O11 as an isolated structure in a non-equilibrium geometry.

* LUMO energy: -8.3 eV
* multiplicity: 1
* frontier orbital gap: 0.2083 Ha
* net charge: +2
* E_HOMO: -13.98 eV
* strongest force on any atom: 6.3 eV/Å

Geometry as XYZ:
```
46
Properties=species:S:1:pos:R:3:mulliken_charge:R:1
Ba -1.105 -3.158 4.383 1.837
Ba 2.341 0.310 4.051 1.772
B 1.942 -2.536 4.343 0.081
H 2.915 -2.070 4.312 -0.262
H 1.569 -2.643 3.336 -0.232
H 2.067 -3.545 4.705 -0.013
H 1.293 -1.957 4.981 -0.343
N -0.471 -0.473 1.564 0.572
O -0.839 -0.154 0.445 -0.234
O -0.813 -1.566 2.083 -0.458
O 0.197 0.336 2.183 -0.682
C -3.872 -0.737 -0.364 -0.315
N -5.242 -1.105 0.049 0.895
O -6.068 -1.537 -0.836 -0.501
O -5.688 -0.855 1.129 -0.562
H -3.255 -1.598 -0.107 0.244
H -3.637 0.202 0.137 -0.064
H -3.817 -0.512 -1.429 0.276
C 0.548 -3.332 -0.456 -0.249
N -0.178 -3.214 -1.751 0.769
O 0.328 -3.886 -2.672 -0.466
O -1.375 -2.787 -1.888 -0.474
H 0.383 -2.383 0.055 -0.200
H 1.626 -3.418 -0.593 0.350
H 0.129 -4.166 0.107 0.279
C -2.635 2.693 1.908 -0.603
N -2.540 3.153 0.518 0.959
O -3.182 2.528 -0.308 -0.491
O -2.055 4.225 0.233 -0.533
H -2.174 1.715 2.045 -0.028
H -3.626 2.598 2.353 0.328
H -2.083 3.438 2.480 0.362
C 1.026 1.066 -1.985 -0.566
C 2.401 1.421 -1.340 -0.336
O 3.134 2.377 -2.120 -0.321
C 3.748 1.939 -3.268 0.350
O 3.570 0.806 -3.709 -0.541
C 4.386 3.122 -4.069 0.868
F 5.720 2.919 -3.944 -0.235
F 3.831 3.045 -5.235 -0.191
F 4.133 4.280 -3.440 -0.235
H 1.103 0.892 -3.059 0.433
H 0.392 1.930 -1.789 0.230
H 0.587 0.159 -1.570 -0.082
H 2.991 0.542 -1.080 0.312
H 2.293 1.935 -0.386 0.299
```

***

DFT (ωB97M-V/def2-TZVPD) results for C7H18BF4I2OP2Ti as an isolated structure in a non-equilibrium geometry.

* LUMO energy (spin up / spin down): -10.2 / -9.9 eV
* multiplicity: 2
* frontier orbital gap (spin up / spin down): 0.1919 / 0.2022 Ha
* <S²>: 0.76
* net charge: +2
* E_HOMO (spin up / spin down): -15.37 / -15.37 eV
* relative energy (zero: lowest compared OMol25 entry of this formula, charge and spin): 0.0 kcal per mole
* strongest force on any atom: 8.3 eV/Å

Geometry as XYZ:
```
36
Properties=species:S:1:pos:R:3:nbo_charge:R:1
I -3.357 -1.994 -3.499 0.075
I -0.761 -2.169 -4.235 0.040
Ti -0.109 -0.113 -0.209 1.727
P 0.060 1.978 -1.427 0.745
C 1.677 2.313 -2.155 -0.935
C -1.156 2.039 -2.750 -0.946
H -1.110 3.023 -3.235 0.284
H -0.261 4.319 -0.942 0.280
H -2.152 1.881 -2.333 0.259
H -1.242 3.289 0.130 0.261
H 1.930 1.511 -2.853 0.253
H -0.964 1.229 -3.463 0.268
C -0.263 3.396 -0.343 -0.925
H 1.649 3.274 -2.686 0.283
H 0.495 3.461 0.447 0.284
H 2.435 2.343 -1.367 0.273
P -0.574 -2.092 1.119 0.744
C 0.815 -3.227 1.314 -0.934
C -1.051 -1.647 2.812 -0.925
H -2.814 -2.368 0.318 0.260
H -2.181 -3.867 1.074 0.284
H -1.682 -3.358 -0.592 0.267
C -1.943 -3.020 0.416 -0.946
H -1.907 -0.969 2.792 0.260
H -1.337 -2.559 3.358 0.280
H 0.505 -4.086 1.924 0.283
H 1.649 -2.708 1.797 0.273
H -0.224 -1.145 3.329 0.285
H 1.141 -3.570 0.329 0.254
C 1.658 -0.782 -0.840 0.336
O 2.814 -0.945 -0.814 -0.258
F 0.519 0.763 1.352 -0.651
B 1.867 1.415 2.734 1.454
F 2.279 0.215 3.155 -0.501
F 2.662 2.099 1.907 -0.500
F 0.933 2.072 3.437 -0.491
```

***

DFT (ωB97M-V/def2-TZVPD) results for a 2-piece molecular cluster, C7H18BrFNPSi overall in a non-equilibrium geometry.

* LUMO energy: 0.6 eV
* multiplicity: 1
* frontier orbital gap: 0.3469 Ha
* E_HOMO: -8.80 eV
* relative energy (zero: lowest compared OMol25 entry of this formula, charge and spin): 2.8 kcal per mole
* strongest force on any atom: 4.3 eV/Å
* SMILES: C[Si](C)(C)NP(F)Br.C=C(C)C

Geometry as XYZ:
```
30
Properties=species:S:1:pos:R:3:nbo_charge:R:1
C -1.542 -0.870 4.921 -0.410
C -2.415 -2.852 3.797 -0.638
C -0.681 -1.219 2.756 -0.652
C 0.772 1.967 -4.504 -1.114
C 1.203 2.760 -1.432 -1.091
C 2.784 0.311 -2.877 -1.150
C -1.528 -1.662 3.833 0.015
N -0.239 0.473 -2.041 -1.455
F -1.863 -0.906 -0.746 -0.596
Si 1.181 1.310 -2.793 1.767
P -0.434 -0.119 -0.501 1.336
Br 0.966 -1.884 -0.468 -0.314
H -0.845 -0.057 4.869 0.182
H -1.157 0.621 -2.533 0.438
H -1.984 -1.166 5.809 0.189
H -3.012 -2.879 4.737 0.214
H -1.898 -3.783 3.834 0.218
H -3.067 -2.753 2.877 0.218
H 0.155 -1.878 2.314 0.239
H -1.297 -0.878 1.855 0.207
H -0.342 -0.146 3.101 0.215
H -0.254 1.780 -4.542 0.230
H 1.091 3.058 -4.666 0.258
H 1.272 1.349 -5.225 0.239
H 0.475 2.701 -0.640 0.232
H 2.198 2.627 -1.002 0.224
H 1.103 3.787 -1.842 0.235
H 2.654 -0.670 -3.375 0.259
H 3.550 0.747 -3.672 0.255
H 3.155 0.231 -1.845 0.251
```

***

DFT (ωB97M-V/def2-TZVPD) results for C7H18CeFI2OP2 as an isolated structure in a non-equilibrium geometry.

* LUMO energy (spin up / spin down): -13.1 / -13.1 eV
* multiplicity: 1
* frontier orbital gap (spin up / spin down): 0.1231 / 0.1245 Ha
* net charge: +3
* E_HOMO (spin up / spin down): -16.46 / -16.48 eV
* relative energy (zero: lowest compared OMol25 entry of this formula, charge and spin): 31.4 kcal per mole
* strongest force on any atom: 9.6 eV/Å

Geometry as XYZ:
```
32
Properties=species:S:1:pos:R:3:mulliken_charge:R:1
I 0.001 -1.337 -6.078 0.081
I 0.001 1.357 -6.178 0.096
Ce 0.000 0.010 0.574 1.075
P -2.511 0.008 0.419 0.671
C -3.272 -0.058 -1.128 -1.109
C -3.006 -1.382 1.403 -1.239
H -4.082 -1.290 1.515 0.434
H -4.078 1.400 1.400 0.434
H -2.515 -1.384 2.394 0.451
H -2.510 1.566 2.265 0.451
H -3.001 -0.972 -1.683 0.415
H -2.757 -2.333 0.901 0.445
C -3.002 1.479 1.279 -1.238
H -4.342 -0.049 -0.933 0.410
H -2.751 2.383 0.696 0.444
H -2.999 0.805 -1.759 0.417
P 2.511 -0.007 0.427 0.670
C 3.277 -0.074 -1.118 -1.109
C 3.007 1.460 1.291 -1.238
H 2.502 -1.401 2.399 0.451
H 4.071 -1.317 1.524 0.434
H 2.740 -2.351 0.906 0.444
C 2.995 -1.401 1.409 -1.238
H 2.511 1.549 2.275 0.451
H 4.083 1.373 1.417 0.434
H 4.346 -0.069 -0.920 0.410
H 3.009 0.790 -1.750 0.418
H 2.766 2.366 0.708 0.444
H 3.004 -0.987 -1.674 0.415
C 0.002 -0.089 -1.665 0.215
O 0.004 -0.139 -2.815 -0.065
F -0.003 0.094 2.501 -0.373
```

***

DFT (ωB97M-V/def2-TZVPD) results for C7H18ClCoI2O5P2 as an isolated structure in a non-equilibrium geometry.

* LUMO energy (spin up / spin down): -9.5 / -13.0 eV
* multiplicity: 5
* frontier orbital gap (spin up / spin down): 0.1986 / 0.0700 Ha
* <S²>: 6.05
* net charge: +2
* E_HOMO (spin up / spin down): -14.90 / -14.90 eV
* relative energy (zero: lowest compared OMol25 entry of this formula, charge and spin): 0.0 kcal per mole
* strongest force on any atom: 3.5 eV/Å

Geometry as XYZ:
```
36
Properties=species:S:1:pos:R:3:nbo_charge:R:1
I 0.675 0.031 -6.091 0.942
I 1.683 -2.582 -1.804 -0.197
Co 0.571 -0.848 -0.649 0.620
P 1.888 0.902 0.022 1.135
C 3.031 0.997 -1.399 -0.966
C 1.473 2.619 0.432 -0.975
H 2.432 3.142 0.561 0.275
H 3.696 0.966 1.570 0.277
H 0.872 2.712 1.351 0.336
H 2.248 0.251 2.363 0.307
H 2.514 1.477 -2.244 0.235
H 0.935 3.107 -0.389 0.257
C 2.847 0.284 1.445 -0.953
H 3.878 1.597 -1.052 0.273
H 3.216 -0.723 1.239 0.262
H 3.347 -0.015 -1.691 0.261
P -1.723 -1.147 -0.305 1.125
C -2.191 -1.965 -1.870 -0.966
C -1.882 -2.395 1.013 -0.953
H -2.948 0.551 0.998 0.336
H -3.984 -0.492 -0.038 0.274
H -3.065 0.838 -0.757 0.255
C -3.041 0.064 0.015 -0.970
H -1.681 -1.974 2.006 0.308
H -2.907 -2.779 0.963 0.276
H -3.178 -2.404 -1.691 0.273
H -1.447 -2.733 -2.123 0.259
H -1.178 -3.212 0.839 0.260
H -2.226 -1.214 -2.673 0.237
C 0.109 0.106 -2.027 0.564
O -0.257 0.740 -2.925 -0.507
O -0.508 0.208 4.283 -0.752
Cl -0.733 0.823 3.002 2.509
O -2.186 0.963 2.755 -0.834
O -0.109 2.134 2.938 -0.827
O -0.173 -0.029 1.931 -0.959
```